(1)
{"formula": "C44H35CsN10OS3", "method": "ωB97M-V/def2-TZVPD", "symbols": ["C", "N", "S", "H", "C", "S", "H", "S", "H", "H", "C", "N", "H", "H", "H", "C", "C", "C", "C", "H", "H", "C", "C", "N", "H", "N", "C", "C", "H", "C", "H", "Cs", "H", "H", "C", "C", "N", "C", "N", "C", "C", "H", "C", "O", "H", "H", "H", "C", "H", "C", "C", "C", "H", "N", "H", "C", "C", "C", "C", "C", "H", "N", "C", "H", "C", "H", "C", "H", "C", "C", "C", "C", "H", "C", "N", "C", "C", "H", "H", "H", "C", "C", "H", "C", "H", "H", "C", "N", "C", "H", "H", "C", "H", "C"], "xyz": [[2.8019, 1.0297, -1.8204], [2.1034, -0.0308, -1.8855], [-3.7017, -1.0925, 1.1255], [1.2193, 2.4070, -3.5479], [-4.8256, 0.2565, 0.7809], [4.7350, -0.4253, 1.9909], [-2.2563, -6.0436, -0.8812], [2.9101, -1.5284, -2.0315], [3.2103, 1.4200, 1.3934], [0.1231, 4.6031, -3.0988], [6.0073, 0.5837, -3.4598], [-3.1841, 3.0923, -3.1299], [0.0022, 5.3483, 2.9951], [-6.8383, 3.3649, -0.2121], [-6.1550, -0.8861, 2.7470], [0.9704, -4.8877, 0.7984], [-2.4803, 2.8561, -2.0713], [2.7943, 3.9433, 4.2822], [-0.4632, -6.6398, 0.1408], [-5.2875, 3.4684, 1.7068], [-5.2328, -5.6591, 1.8239], [-6.4458, 1.3035, -0.6318], [-1.3477, -5.6962, -0.4059], [2.0203, -4.1539, 1.3133], [-1.2274, 4.5489, 1.2474], [-1.7498, 2.6887, -1.1719], [-1.0855, -4.3415, -0.3535], [-4.6563, 1.4265, 1.5028], [3.7368, 4.2214, 4.7359], [1.3584, 2.9201, -2.6060], [-2.3106, 4.4051, 2.6448], [-0.7133, 0.1863, -0.2909], [-3.8182, -1.9188, -0.8606], [4.5217, -2.9370, -3.9911], [6.1279, -1.5889, -4.4852], [3.9617, -1.9374, 1.8396], [-3.0780, -1.6372, -0.2158], [6.6515, -0.3195, -4.2933], [2.2933, -0.4579, 1.2501], [0.9584, 4.7400, -1.1224], [-6.5237, -4.2553, 2.8095], [0.5011, 5.6914, -0.8879], [-4.5986, -3.6385, 1.5073], [-1.2370, 1.6307, 2.4970], [6.3974, 1.5860, -3.3240], [3.1760, 1.8335, 4.4055], [6.6200, -2.2896, -5.1458], [-4.8682, -2.3039, 1.7701], [-2.5284, 3.3624, 1.2117], [1.7410, 4.0860, -0.1853], [-0.9165, 2.8037, 2.4794], [2.4788, 2.6027, 4.0979], [4.5050, -2.8506, 2.0184], [4.1830, 1.0910, -1.9230], [1.0050, 1.2124, 3.3618], [1.8983, 4.9286, 3.8887], [-4.4741, 2.8322, -3.1619], [3.2726, 0.3459, 1.5039], [4.8610, 0.1998, -2.7808], [2.6775, -1.7657, 1.4215], [7.5575, -0.0222, -4.8040], [-5.6130, 2.6342, -3.2713], [-6.7785, -2.9159, 3.0735], [2.8224, -4.5190, 1.7932], [-5.9500, -1.9316, 2.5562], [-1.7679, -3.6008, -0.7481], [0.0969, -3.9332, 0.2618], [4.5650, 2.0237, -1.8853], [1.7429, -2.8347, 1.0710], [-5.7202, 0.1807, -0.2789], [-5.4349, -4.6159, 2.0292], [0.3728, 3.2318, 3.1118], [-5.8227, -0.7372, -0.8463], [4.9571, -1.9578, -3.8356], [2.3140, 2.9024, -0.4061], [0.7128, -6.2530, 0.7547], [0.7559, 4.1402, -2.3536], [2.1399, 5.9727, 4.0386], [1.3963, -6.9783, 1.1767], [-7.0963, 1.2814, -1.4941], [2.1158, 2.3416, -1.5989], [1.2710, 2.2497, 3.5196], [-7.6311, -2.6350, 3.6779], [0.6932, 4.5738, 3.3018], [-7.1777, -5.0178, 3.2118], [-3.7405, -3.8979, 0.8997], [-5.4119, 2.5427, 1.1595], [0.6105, -2.6574, 0.4497], [-6.2905, 2.4825, 0.0899], [-0.7078, -7.6920, 0.0785], [-3.9192, 1.4672, 2.2956], [-1.8001, 3.8483, 1.8537], [1.9162, 4.5170, 0.7939], [4.3420, -1.0771, -2.9594]], "forces_ev_per_angstrom": [[-0.06, -0.07, 0.05], [0.00, 0.07, -0.24], [-0.15, 0.04, 0.01], [0.01, -0.02, 0.01], [0.09, 0.01, 0.03], [-0.13, 0.10, -0.02], [0.00, -0.01, 0.00], [0.03, -0.05, 0.00], [-0.04, 0.01, -0.01], [0.00, 0.00, 0.00], [-0.03, 0.03, 0.05], [0.04, 0.05, -0.14], [0.00, -0.01, 0.00], [0.00, 0.00, -0.01], [0.00, 0.00, 0.00], [0.00, 0.04, 0.00], [-0.06, 0.03, 0.13], [-0.02, 0.01, -0.01], [0.01, 0.03, 0.01], [0.01, 0.00, 0.01], [0.00, 0.00, 0.00], [-0.03, -0.07, 0.01], [-0.01, -0.01, 0.00], [0.00, -0.04, 0.00], [0.01, 0.01, 0.01], [-0.19, 0.37, -0.16], [-0.01, 0.04, -0.02], [-0.03, -0.02, -0.01], [0.00, 0.00, 0.00], [-0.10, -0.08, 0.01], [0.03, 0.03, 0.00], [0.48, -0.28, 0.17], [0.03, 0.04, -0.04], [0.01, -0.01, -0.02], [-0.02, -0.02, 0.01], [0.10, -0.03, 0.01], [-0.19, -0.24, -0.03], [0.01, -0.01, -0.02], [-0.12, 0.00, -0.03], [0.00, -0.01, -0.03], [0.00, -0.01, 0.00], [0.01, 0.00, 0.03], [-0.02, 0.00, 0.02], [0.01, 0.03, -0.10], [0.02, -0.01, -0.01], [0.00, 0.00, 0.00], [0.01, 0.01, 0.00], [0.01, 0.02, -0.03], [-0.01, -0.01, 0.01], [0.00, -0.01, 0.02], [-0.05, 0.05, 0.06], [-0.01, 0.02, 0.00], [-0.03, -0.02, -0.02], [0.04, 0.02, 0.07], [0.01, 0.00, 0.01], [0.03, -0.01, 0.01], [0.00, -0.01, 0.05], [0.21, -0.06, 0.03], [0.05, -0.01, -0.03], [0.02, 0.01, 0.02], [0.00, 0.00, 0.00], [0.01, 0.02, -0.04], [0.00, 0.00, 0.00], [0.00, 0.02, 0.01], [-0.02, -0.03, 0.01], [0.00, 0.00, 0.00], [0.05, -0.09, 0.05], [-0.02, 0.00, 0.01], [-0.02, 0.05, 0.00], [-0.01, 0.03, 0.02], [0.00, 0.03, -0.01], [0.02, 0.02, 0.00], [0.00, 0.01, -0.01], [-0.01, 0.02, 0.01], [0.10, 0.05, -0.03], [-0.01, -0.01, 0.00], [0.00, 0.03, 0.02], [0.00, 0.00, 0.00], [-0.01, -0.01, 0.00], [0.01, 0.01, 0.02], [0.05, 0.02, -0.02], [-0.01, -0.03, -0.02], [0.00, 0.00, 0.00], [-0.02, 0.01, 0.00], [0.00, 0.00, 0.00], [0.00, -0.01, 0.00], [-0.02, 0.01, -0.04], [0.02, -0.07, 0.02], [0.01, 0.02, 0.05], [0.00, 0.00, 0.00], [0.01, 0.01, 0.00], [-0.04, -0.06, -0.01], [-0.01, 0.02, 0.00], [-0.07, 0.02, 0.05]], "lowdin_charge": [-0.413, -0.254, 0.944, 0.126, -0.415, 1.030, 0.100, 0.986, 0.057, 0.118, -0.025, 0.036, 0.111, 0.109, 0.110, -0.189, -0.422, -0.074, -0.095, 0.105, 0.105, -0.084, -0.091, 0.171, 0.074, -0.045, -0.019, -0.099, 0.105, -0.007, 0.101, 0.930, -0.002, 0.106, -0.091, -0.358, -0.469, -0.087, 0.038, -0.056, -0.084, 0.109, -0.078, -0.016, 0.113, 0.104, 0.103, -0.371, 0.047, -0.121, -0.394, -0.075, 0.071, 0.133, 0.114, -0.078, -0.418, -0.479, -0.253, -0.346, 0.103, 0.086, -0.075, 0.154, -0.073, 0.079, -0.214, 0.142, -0.301, -0.066, -0.074, -0.156, 0.115, -0.097, 0.130, -0.026, -0.060, 0.105, 0.106, 0.095, -0.260, -0.021, 0.106, -0.045, 0.103, 0.087, -0.074, 0.131, -0.070, 0.099, 0.097, -0.016, 0.099, -0.455], "e_above_lowest_kcal_mol": 0.0, "energy_ev": -96198.7998, "multiplicity": 1, "gap_ev": 7.42}

(2)
{"formula": "C44H35IN5O7S4Tl", "method": "ωB97M-V/def2-TZVPD", "symbols": ["H", "H", "H", "O", "H", "C", "C", "O", "H", "H", "H", "N", "H", "C", "N", "H", "C", "H", "O", "C", "H", "C", "S", "O", "H", "N", "H", "N", "C", "H", "H", "C", "C", "O", "C", "H", "C", "C", "H", "C", "C", "H", "C", "C", "S", "C", "C", "C", "I", "C", "Tl", "C", "C", "H", "H", "H", "H", "C", "C", "C", "C", "O", "H", "H", "C", "C", "C", "C", "C", "C", "C", "H", "C", "C", "C", "H", "C", "C", "H", "H", "H", "C", "H", "S", "C", "H", "H", "S", "C", "H", "H", "H", "O", "C", "N", "C", "C"], "xyz": [[0.6520, -2.5631, -0.1649], [7.9317, 3.6970, -3.2800], [8.2778, 1.2902, -2.8264], [0.1363, -5.2615, -5.0399], [1.1292, -6.8106, 0.1364], [0.0418, -3.7220, -1.8812], [0.9210, -4.6728, 0.1158], [-4.4798, 1.8045, -4.7838], [-3.2502, 0.8057, -6.1097], [6.4291, 5.0208, -1.8404], [0.0511, -0.5720, 6.8048], [-2.6800, 1.3246, -0.9245], [-4.2296, -4.7264, 2.9632], [6.5655, 3.9625, -1.6527], [1.5460, 1.6377, 1.7419], [-2.6978, -3.4789, 1.4316], [-3.3413, 0.9717, -5.0292], [5.5032, 1.5126, 0.4178], [-1.2073, 0.0549, 2.1638], [5.8722, 3.3584, -0.6073], [2.3609, 2.1862, -3.0585], [0.8017, -5.9462, -0.4275], [3.2423, 4.1358, -0.6517], [-2.1096, -5.3755, -4.1198], [3.4175, 2.5948, 3.4757], [-0.8394, -3.1562, -4.0044], [4.7245, 3.6957, 1.1853], [0.0803, 2.4618, -5.1158], [1.0967, -0.9193, 3.0229], [-0.0187, -2.7895, 5.6807], [-6.5533, -0.9137, 0.0743], [-3.8556, 1.1178, -0.2172], [-0.3484, -2.6953, -2.8825], [1.4369, -1.0927, 1.8090], [0.4311, 2.5209, -3.8596], [-7.0176, 0.6064, 1.9623], [-1.7385, 1.6443, -3.1478], [6.0537, 1.9977, -0.3772], [-3.5580, 0.0095, -4.5631], [-2.7576, 1.2973, -2.2066], [0.3314, -1.9205, 5.1342], [1.9601, 3.5836, 3.4829], [-3.7847, -3.7897, 3.2753], [-2.4140, -1.8771, 2.7969], [-0.0577, -1.0485, -2.6476], [4.8810, 4.1317, 0.2010], [0.6876, -2.0360, 3.8167], [-1.5766, -1.0885, 1.8125], [-2.7762, 3.5182, 1.2476], [6.9261, 1.2613, -1.1627], [0.1860, 0.3064, 0.0606], [7.6051, 1.8694, -2.2072], [0.5474, -3.5448, -0.6029], [-2.2488, -0.4085, 4.3306], [0.7481, 1.3946, 5.5416], [7.0673, 0.2067, -0.9655], [0.1780, -7.1045, -2.1488], [-5.2868, 1.8220, 1.6169], [0.7757, 0.4259, 5.0566], [2.5855, 2.5909, -0.0104], [-5.8819, -0.0914, 0.2867], [-1.3295, -1.5959, 0.6971], [-4.5190, -0.6106, -1.2895], [-5.4841, 2.4846, 2.4486], [-4.0608, -3.2708, 4.5318], [7.4197, 3.2220, -2.4524], [-6.1492, 0.7711, 1.3376], [-0.4401, 2.1376, -2.7537], [1.6264, 1.5304, 3.0257], [1.1565, 0.3493, 3.7133], [-4.7482, 0.0770, -0.4865], [1.7796, 3.8308, -2.8627], [-1.1285, 1.9811, -5.4418], [-3.5069, -2.0595, 4.9236], [-2.9474, -3.0993, 2.4130], [-4.7110, -3.8143, 5.2072], [-4.1483, 1.9778, 0.8515], [-0.1053, -4.9997, -2.3979], [2.3276, 3.2763, -4.4639], [2.3102, 2.4749, 4.8478], [5.1489, 5.1837, 0.2905], [-2.6877, -1.3574, 4.0552], [-1.3291, 1.9208, -6.5070], [2.7504, 1.1441, -0.8908], [1.8113, 2.9877, -3.5511], [0.6088, -2.9897, 3.3086], [1.3270, -4.5422, 1.1106], [-0.7911, -4.7940, -4.0372], [-2.0473, 1.5491, -4.5267], [-4.2045, 2.7124, -4.9462], [-3.7526, 1.1434, -2.6375], [-3.7248, -1.6591, 5.9064], [-0.0181, 2.2840, -1.5615], [0.2762, -6.1236, -1.7032], [2.0803, 2.7271, 1.1634], [0.3700, -0.6786, 5.7749], [2.3678, 2.6152, 3.7737]], "forces_ev_per_angstrom": [[0.06, -0.08, -0.01], [0.04, 0.02, 0.01], [0.00, -0.01, -0.04], [0.17, 0.15, 0.18], [-0.02, 0.00, 0.05], [0.13, -0.44, 0.29], [0.03, 0.06, 0.08], [-0.17, 0.09, 0.04], [0.05, -0.07, 0.09], [-0.06, 0.02, -0.04], [0.01, -0.02, 0.00], [0.75, -0.18, -0.14], [0.03, -0.04, 0.02], [0.05, -0.04, 0.08], [-0.72, -0.88, -0.48], [-0.05, -0.02, -0.05], [0.09, -0.02, -0.23], [-0.04, -0.02, 0.02], [-0.07, 0.45, -0.70], [0.13, -0.06, 0.04], [0.04, 0.19, -0.01], [-0.04, -0.05, -0.10], [0.19, 0.17, 0.09], [-0.03, 0.23, 0.26], [0.00, 0.06, 0.01], [0.01, -0.31, -0.02], [0.03, 0.11, 0.08], [0.22, 0.11, -0.07], [0.33, 0.00, 0.44], [0.02, -0.05, -0.03], [0.00, -0.02, 0.02], [-0.20, -0.03, 0.41], [0.00, 0.27, 0.11], [-0.25, 0.10, -0.69], [-0.03, 0.00, 0.11], [-0.05, 0.05, 0.00], [0.96, 0.37, 0.23], [0.13, 0.08, 0.09], [0.00, 0.02, 0.00], [-0.64, 0.36, 0.25], [0.07, 0.02, 0.01], [0.10, 0.05, 0.04], [0.01, -0.07, 0.01], [0.04, 0.07, -0.26], [0.05, 0.58, 0.36], [-0.53, -0.18, -0.36], [0.00, -0.10, -0.01], [-0.55, 0.19, 0.36], [-0.20, -0.12, 0.08], [0.02, -0.02, -0.04], [0.81, -0.21, 0.07], [0.06, -0.05, 0.02], [0.04, 0.00, -0.11], [0.01, 0.02, 0.00], [0.07, 0.00, 0.02], [-0.04, -0.03, -0.01], [0.00, -0.06, 0.04], [0.04, -0.14, 0.06], [0.00, -0.03, -0.01], [0.23, -0.09, 0.18], [-0.06, -0.05, 0.01], [0.33, 0.27, -0.45], [0.04, -0.04, -0.01], [0.02, 0.05, -0.03], [-0.05, -0.07, 0.03], [0.01, 0.04, -0.06], [-0.16, -0.06, 0.08], [-0.74, -0.22, -0.79], [0.42, 0.43, -0.15], [-0.10, -0.33, -0.15], [0.13, 0.09, 0.00], [0.07, 0.00, 0.04], [-0.21, -0.16, -0.25], [-0.01, 0.03, 0.04], [0.01, 0.06, -0.03], [-0.02, 0.01, 0.02], [0.36, 0.10, -0.12], [-0.12, 0.47, -0.22], [-0.08, 0.03, -0.09], [0.02, 0.01, 0.03], [0.08, -0.02, 0.06], [-0.08, 0.03, -0.08], [-0.11, -0.07, 0.00], [-0.63, -0.84, 0.35], [-0.09, 0.07, -0.03], [0.06, -0.02, -0.05], [0.00, 0.00, 0.03], [-0.01, -0.45, -0.19], [-0.03, -0.01, 0.10], [0.05, -0.01, 0.03], [0.09, -0.12, -0.09], [0.02, 0.01, 0.01], [-0.20, -0.57, 0.66], [-0.04, -0.18, -0.09], [0.02, 1.10, 0.37], [-0.13, 0.12, 0.13], [-0.17, -0.11, 0.01]], "lowdin_charge": [0.061, 0.093, 0.092, -0.330, 0.094, -0.215, -0.055, -0.081, 0.109, 0.108, 0.082, 0.052, 0.094, -0.060, -0.025, 0.118, -0.216, 0.102, -0.051, -0.311, -0.001, -0.086, 0.887, -0.332, 0.079, -0.105, 0.069, 0.099, -0.405, 0.097, 0.097, -0.355, -0.788, -0.132, -0.260, 0.091, -0.135, -0.070, 0.123, -0.088, -0.120, 0.080, -0.092, -0.121, 0.762, -0.407, -0.028, -0.641, 0.897, -0.083, 0.958, -0.107, -0.015, 0.117, 0.098, 0.102, 0.111, -0.167, -0.065, -1.077, -0.096, -0.052, 0.119, 0.084, -0.111, -0.101, -0.115, -0.367, -0.245, -0.121, -0.019, 0.032, -0.137, -0.088, -0.015, 0.089, -0.630, -0.219, 0.074, 0.056, 0.067, -0.025, 0.097, 0.670, -0.072, 0.109, 0.102, 0.622, -0.189, 0.085, 0.118, 0.095, -0.170, -0.057, -0.082, -0.133, -0.022], "e_above_lowest_kcal_mol": 43.3, "energy_ev": -124115.5486, "multiplicity": 1, "total_charge": -2, "gap_ev": 5.47}